Density functional theory data (ωB97M-V with the def2-TZVPD basis set) for C40H31F9N4O2PPtS as an isolated structure.

Values from the calculation:
* charge: +1
* HOMO energy: -0.3932 Eh
* gap between HOMO and LUMO: 7.552 eV

XYZ file:
```
89
Properties=species:S:1:pos:R:3:lowdin_charge:R:1
Pt -0.15232 -0.39806 0.55656 1.0454
C 5.22838 0.77765 0.43106 0.0153
N 3.98623 0.06152 0.16677 -0.1054
C 3.85908 -1.16190 -0.44558 -0.0209
C 2.53070 -1.43928 -0.49078 -0.0894
N 1.84639 -0.38889 0.07908 -0.1277
C 2.75695 0.49022 0.47055 -0.1478
H 6.06138 0.11381 0.22011 0.0977
H 5.27115 1.07422 1.47649 0.1002
H 5.30335 1.65666 -0.20569 0.1003
H 4.71460 -1.71889 -0.78390 0.1302
H 2.00580 -2.29202 -0.87538 0.0972
H 2.56747 1.42507 0.97194 0.1302
F 3.14601 4.64907 5.90563 0.1511
C 2.49980 3.48124 5.99580 -0.5909
F 1.61791 3.57808 7.00179 0.1599
F 3.39749 2.54348 6.34270 0.1498
C 1.80905 3.11367 4.70623 -0.1016
C 1.27305 1.83829 4.58101 0.0102
C 0.63580 1.47615 3.40829 -0.0862
C 0.51166 2.39142 2.35921 -0.3349
C 1.05576 3.66506 2.49792 -0.0498
C 1.70464 4.02658 3.67082 0.0152
P -0.34037 1.81741 0.85322 0.9388
C 0.13511 2.91752 -0.49619 -0.3365
C 0.85470 2.41738 -1.57566 -0.0632
C 1.23344 3.26074 -2.61242 0.0169
C 0.88352 4.59788 -2.56881 -0.0966
C 0.14226 5.10514 -1.50692 0.0153
C -0.23270 4.26746 -0.47417 -0.0907
C 1.29266 5.54342 -3.67114 -0.5912
F 1.93749 4.91466 -4.66068 0.1501
F 2.10694 6.50084 -3.19755 0.1554
F 0.22404 6.15572 -4.20106 0.1585
C -2.12654 1.96344 1.05048 -0.2697
C -2.93686 2.44403 0.09311 -0.0173
C -4.22592 1.83534 -0.24214 0.0316
C -4.65935 0.77872 0.44149 -0.1258
C -3.98193 0.30369 1.68483 -0.1314
C -2.57334 0.84492 1.94880 -0.2421
C -5.35916 -0.42644 -0.15769 -0.6406
F -6.27804 -0.91769 0.71383 0.0796
F -5.96442 -0.18387 -1.30685 0.1210
F -4.60014 -2.32114 -2.32439 -0.5985
H 1.36958 1.12805 5.39177 0.1342
H 0.25071 0.46937 3.29386 0.0907
H 0.99616 4.38357 1.69314 0.0960
H 2.13243 5.01396 3.77322 0.1289
H 1.09134 1.36299 -1.62771 0.0820
H 1.78929 2.87357 -3.45495 0.1269
H -0.14118 6.14951 -1.49463 0.1367
H -0.81748 4.66281 0.34782 0.1214
H -2.55205 3.15625 -0.62666 0.1049
H -4.65601 2.07696 -1.20569 0.1336
H -4.64019 0.10589 2.52559 0.1694
H -2.28977 0.97845 2.99266 0.1467
S -3.95417 -1.67598 -0.34656 1.1515
C -3.24778 -0.83111 1.03280 -0.4319
N -2.03812 -0.39994 1.30511 -0.0966
C 1.34567 -5.34960 -2.70085 -0.0474
O 0.18620 -4.59258 -2.38555 -0.0682
C 0.08365 -3.34825 -2.90139 -0.2341
C 1.07426 -2.70340 -3.63148 -0.0209
C 0.85835 -1.41578 -4.10984 -0.0757
C -0.34305 -0.76490 -3.88260 -0.0815
C -1.34465 -1.41265 -3.17266 -0.0019
C -1.12612 -2.68445 -2.67636 -0.1565
N -2.21529 -3.35932 -2.07150 0.1213
C -2.31884 -4.09543 -1.01267 -0.0415
C -1.49345 -4.32018 0.13122 -0.1311
C -1.85856 -5.44718 0.90396 -0.0220
C -1.20180 -5.78066 2.05834 -0.0755
C -0.16167 -4.95391 2.49812 -0.0591
C 0.18545 -3.82343 1.79755 -0.0163
C -0.46932 -3.46104 0.60364 -0.3443
O -0.11457 -2.37197 -0.03598 -0.2822
H 1.19244 -6.32925 -2.25899 0.1000
H 2.24125 -4.89482 -2.26982 0.0932
H 1.46771 -5.44993 -3.78095 0.1022
H 2.01242 -3.19931 -3.83503 0.1086
H 1.63793 -0.93276 -4.68537 0.1076
H -0.51770 0.22449 -4.28340 0.1043
H -2.31387 -0.95606 -3.00837 0.1157
H -3.14542 -3.14976 -2.49558 0.1028
H -3.29055 -4.57853 -0.96324 0.1459
H -2.67955 -6.06244 0.55511 0.1220
H -1.49043 -6.65337 2.62600 0.1079
H 0.36906 -5.19997 3.40945 0.1115
H 0.97599 -3.17023 2.14778 0.1092
```

=====

Density functional theory data (ωB97M-V with the def2-TZVPD basis set) for C40H31N4O5S2SnTe as an isolated structure.

Values from the calculation:
* charge: +1
* HOMO energy (alpha / beta): -0.3779 / -0.3521 Eh
* gap between HOMO and LUMO (alpha / beta): 5.833 / 4.746 eV

XYZ file:
```
84
Properties=species:S:1:pos:R:3:lowdin_charge:R:1
Sn 0.37500 0.02418 0.52917 1.0481
C 3.58958 -2.88574 2.19935 -0.0070
C 2.49834 -2.30285 1.54676 -0.1116
N 2.46142 -1.02389 1.22928 0.0050
C 3.53459 -0.25180 1.49497 -0.1773
C 4.64989 -0.73423 2.18644 -0.1262
C 4.65002 -2.09220 2.55030 0.0221
C 5.74165 0.15029 2.48554 -0.0004
C 5.73713 1.42649 2.05182 -0.0023
C 4.62924 1.93648 1.29411 -0.1279
C 4.58718 3.24743 0.78968 0.0216
C 3.49649 3.66286 0.06759 -0.0149
C 2.44346 2.76401 -0.13236 -0.1605
N 2.45678 1.53478 0.33875 -0.0102
C 3.52759 1.11248 1.03500 -0.1980
H 3.57751 -3.94218 2.42548 0.1189
H 1.63454 -2.89485 1.27437 0.0967
H 5.49323 -2.49681 3.09707 0.1286
H 6.57150 -0.23591 3.06386 0.1239
H 6.56826 2.08877 2.25799 0.1236
H 5.42058 3.91487 0.97267 0.1287
H 3.44533 4.65935 -0.34785 0.1172
H 1.56240 3.04682 -0.70067 0.0761
S -0.72617 -1.58969 2.27024 0.7330
C -0.69358 -0.81655 3.80234 -0.6555
C -1.54687 -1.35213 4.79478 -0.1296
C -1.50711 -0.89653 6.08461 -0.0538
C -0.61814 0.13744 6.45695 -0.0647
C 0.16608 0.72925 5.51552 -0.1191
C 0.14051 0.29720 4.15655 -0.6690
S 1.04123 1.16321 3.02555 0.7849
H -2.21056 -2.15853 4.51157 0.1012
H -2.16255 -1.33255 6.82760 0.1141
H -0.57244 0.46749 7.48616 0.1128
H 0.82688 1.54566 5.77375 0.1019
N -4.96377 0.83049 1.95051 0.1834
C -4.77516 2.17478 1.92223 -0.4988
O -5.67528 2.97411 2.06553 0.0807
C -3.36828 2.64525 1.67638 -0.1045
C -3.01853 3.92787 2.07505 0.0242
C -1.74075 4.39033 1.81073 -0.0208
C -0.85382 3.55189 1.15559 -0.1434
N -1.18568 2.32624 0.74972 -0.0146
C -2.42034 1.89066 1.00728 -0.1046
H -5.89591 0.49940 2.13474 0.1189
H -4.20870 0.16929 1.97459 0.0927
H -3.75073 4.53914 2.58637 0.1314
H -1.43405 5.38418 2.10624 0.1149
H 0.16129 3.87130 0.95002 0.0960
H -2.64662 0.89059 0.64720 0.1056
C -1.38245 0.68801 -3.02888 -0.3874
Te 0.72637 0.82713 -2.67562 1.4372
C 0.55985 2.59144 -3.90236 -0.4103
C -0.72547 2.44560 -4.67913 -0.2933
C -0.97781 3.21538 -5.81105 -0.0383
C -2.17359 3.07767 -6.49719 -0.0746
C -3.13143 2.17816 -6.04681 -0.0750
C -2.88690 1.41123 -4.91974 -0.0359
C -1.67832 1.52970 -4.23984 -0.2848
H -1.89469 1.06219 -2.14146 0.0536
H -1.66380 -0.35517 -3.15428 0.0621
H 1.42224 2.67706 -4.56129 0.0563
H 0.53605 3.48759 -3.27882 0.0556
H -0.22781 3.91833 -6.15458 0.1163
H -2.35689 3.66917 -7.38493 0.1068
H -4.06421 2.06391 -6.58378 0.1067
H -3.63392 0.70997 -4.56616 0.1173
O -1.09678 -1.46126 -0.58664 -0.1749
C -0.10631 -2.06914 -1.06712 -0.6784
O 1.04552 -1.50901 -1.06526 -0.2719
C -0.23407 -3.43657 -1.62563 -0.1347
C 0.91569 -4.14655 -1.94995 -0.0081
C 0.85175 -5.43796 -2.47636 0.0333
C -0.40366 -5.96025 -2.67163 -0.2052
O -0.73771 -7.17293 -3.17940 0.0523
C -2.16891 -7.21837 -3.21394 -0.1095
O -2.65338 -6.00542 -2.64417 0.0445
C -1.55315 -5.25255 -2.34704 -0.1967
C -1.50725 -3.99664 -1.81607 0.0844
H 1.87541 -3.67281 -1.79469 0.1186
H 1.74274 -5.99754 -2.72525 0.1255
H -2.51985 -8.07072 -2.63319 0.1399
H -2.50422 -7.30443 -4.24809 0.1402
H -2.40571 -3.45335 -1.55676 0.1368
```